This record from the OMol25 dataset describes an isolated ion of composition C10H18N2OS and charge +2. The level of theory is ωB97M-V/def2-TZVPD.

Structure (XYZ):
```
32
Properties=species:S:1:pos:R:3:forces:R:3:nbo_charge:R:1
S 3.94647 2.41946 1.80382 0.17 -0.46 -0.25 0.256
O 0.07390 -0.38595 0.81203 0.25 1.03 -1.28 -0.395
N 1.80907 1.14818 3.22836 1.99 0.76 0.31 -0.756
N -2.12781 -0.62923 -2.12204 -2.11 0.49 -0.34 -0.351
C -0.67098 0.03757 -0.27007 1.83 0.56 -0.04 0.270
C -2.26178 -1.82883 -2.97903 2.29 -4.24 1.09 -0.459
C -3.29585 0.28344 -2.39206 -1.35 2.38 0.43 -0.449
C 2.13673 0.28294 2.01661 1.07 1.93 -0.08 0.008
C 3.45473 0.94552 1.39861 -0.33 -0.69 1.02 -0.282
C 2.27311 -1.15986 2.47574 -1.15 0.60 -1.88 -0.625
C -1.84250 -0.81861 -0.65573 -0.54 -1.25 0.88 -0.278
C 1.07090 1.45812 -0.09785 -1.45 -4.09 2.40 -0.225
C -0.05358 1.16792 -0.83965 -2.45 -2.88 1.12 -0.290
C 1.15074 0.47895 0.89152 -0.47 0.83 -0.21 0.230
H 0.84023 1.48190 3.14870 0.35 -0.28 1.05 0.457
H 2.53082 2.04280 3.18212 -1.47 -1.31 -0.55 0.422
H 2.92841 -1.21019 3.37829 -0.94 -0.44 -0.58 0.248
H -1.42828 -0.14093 -2.59926 2.24 0.95 -0.11 0.439
H 2.18443 0.64341 4.09086 -1.70 0.79 -0.99 0.460
H -3.59607 0.13403 -3.43253 -0.18 -0.18 0.33 0.252
H -0.47050 1.73795 -1.60395 -0.41 0.85 -1.28 0.239
H -1.33889 -2.55385 -2.71358 -2.08 1.51 -0.11 0.245
H -3.18583 -2.42452 -2.74817 0.77 0.93 -0.50 0.263
H 1.12297 -1.49082 2.47412 3.06 -0.23 0.62 0.265
H 4.00324 0.26687 0.73343 -0.21 0.38 -0.06 0.243
H -4.11264 0.08105 -1.66303 0.52 -0.16 -0.82 0.248
H 2.84563 -1.49802 1.57043 -0.71 -1.09 1.09 0.246
H -2.72353 -0.51964 -0.04926 0.24 0.09 -0.74 0.262
H -2.00051 -1.69513 -4.03893 -0.95 0.78 0.34 0.271
H -3.11242 1.44827 -2.31793 0.40 -2.47 0.19 0.259
H -1.79464 -1.95136 -0.41339 0.66 1.89 -0.58 0.281
H 1.64442 2.24857 -0.26817 2.64 3.00 -0.47 0.247
```
Positions in Å, forces in eV/Å.

Results
LUMO energy: -7.09 eV
ΔE to the lowest compared entry with this formula, charge and spin: 0.0 kcal per mole
energy: -974.07407 a.u.
HOMO energy: -15.77 eV
total charge: +2

=====

This record from the OMol25 dataset describes a single C5H9N molecule. The level of theory is ωB97M-V/def2-TZVPD.

Structure (XYZ):
```
15
Properties=species:S:1:pos:R:3:forces:R:3:nbo_charge:R:1
N 0.79792 -0.66104 -0.29319 -0.04 -0.14 -0.04 -0.423
C 1.73598 0.46774 -0.46388 -0.03 0.14 -0.24 -0.268
C -1.75422 -0.24393 -0.46138 -0.06 -0.09 -0.15 -0.424
C -0.50844 -0.54355 0.32594 0.02 -0.10 0.23 -0.065
C -1.20723 0.76825 0.50602 0.06 0.15 0.11 -0.418
C 2.15953 -0.58353 0.50326 -0.17 0.18 0.24 -0.423
H -1.71671 0.93015 1.45095 0.07 -0.05 -0.17 0.225
H -0.76628 1.66252 0.07788 -0.03 -0.19 0.07 0.224
H 1.28905 1.41606 -0.16045 0.09 -0.17 -0.03 0.183
H 1.82778 -0.25249 1.50110 0.06 0.00 -0.10 0.129
H 2.19039 0.52650 -1.45601 -0.05 -0.09 0.19 0.186
H -2.65845 -0.78687 -0.19952 0.20 0.07 -0.05 0.223
H -0.61239 -1.25957 1.13625 -0.03 0.11 -0.07 0.215
H -1.65625 -0.01483 -1.51904 0.07 -0.04 0.17 0.222
H 0.87933 -1.42542 -0.94791 -0.17 0.22 -0.17 0.414
```
Positions in Å, forces in eV/Å.

Results
LUMO energy: 0.96 eV
ΔE to the lowest compared entry with this formula, charge and spin: 103.0 kcal per mole
energy: -250.50287 a.u.
HOMO energy: -7.23 eV
total charge: 0

=====

This record from the OMol25 dataset describes a 12-piece molecular cluster, C4H32N2O12 overall. The level of theory is ωB97M-V/def2-TZVPD.

Structure (XYZ):
```
50
Properties=species:S:1:pos:R:3:forces:R:3:nbo_charge:R:1
O -2.63490 -3.12021 0.92661 1.70 -0.26 0.73 -0.933
O 1.25395 2.79745 2.15537 0.10 0.44 0.74 -1.014
O 0.66816 -0.21095 -1.01663 0.04 -1.75 0.81 -0.795
O -0.48126 3.99588 0.37369 -0.61 -0.10 -0.24 -1.014
O 0.55210 -2.41694 -2.90158 0.38 0.10 -0.34 -0.974
O -1.70572 -0.95179 -2.03586 1.73 -2.32 -2.88 -0.951
O -2.86455 -0.68497 -0.15731 -1.29 0.11 2.60 -1.001
O -1.69492 1.54780 0.49181 0.89 1.66 2.09 -0.981
O 2.07625 1.68853 -3.45802 0.13 -0.29 0.23 -0.941
O -2.01746 1.24096 -1.94103 -0.17 2.86 -0.60 -0.999
O -0.49847 -3.73057 -0.87486 0.26 -0.79 0.21 -0.977
O -0.85285 1.79896 3.56305 0.37 -0.17 0.01 -0.978
N 1.82168 0.68783 0.84370 0.20 -3.91 -1.02 -0.612
N 0.96598 1.96105 -0.84642 -0.02 0.05 -0.52 -0.874
C 1.16414 0.69323 -0.33179 -0.05 4.18 -0.28 0.794
C 2.78483 -1.68382 0.46614 -0.83 0.04 0.93 -0.616
C 2.14548 -0.64898 1.42096 0.16 -0.03 -0.24 -0.038
C 0.90764 -1.31414 2.13592 0.56 -0.48 -1.50 -0.629
H -2.46950 1.83174 -2.55145 0.20 -0.16 -0.18 0.473
H 0.75431 3.50875 1.73497 -0.13 0.18 0.22 0.500
H 2.34335 1.46941 1.20393 -0.63 0.32 -0.22 0.454
H -2.53350 1.39581 0.05873 0.10 -0.87 -0.34 0.533
H -3.17420 -1.46638 0.31052 -0.65 0.61 -0.03 0.469
H -2.22371 -0.96559 -0.82421 -1.27 -0.36 0.22 0.457
H 0.72091 -2.37630 1.76124 0.65 1.17 0.68 0.203
H -1.28817 -4.11724 -0.46492 0.16 0.55 -0.11 0.498
H 0.78262 2.57475 2.98464 0.19 0.31 -0.49 0.506
H -1.09112 0.81671 0.35812 -0.67 -0.31 -0.39 0.485
H -1.68764 2.10267 3.92833 -0.07 0.00 -0.29 0.485
H 0.18730 2.01732 -1.50448 0.35 -0.19 0.20 0.421
H 2.06993 -2.10113 -0.22022 -0.43 0.08 -0.38 0.206
H 0.48524 -3.32664 -2.58734 -0.11 0.02 0.00 0.495
H 2.95882 -0.39506 2.11834 -0.56 -0.29 0.24 0.199
H 1.09496 2.83349 -0.35496 0.10 -0.42 0.42 0.419
H -0.49609 -2.77179 -0.79317 -0.34 -0.07 -0.04 0.477
H 2.26360 2.25997 -2.70264 -0.05 0.10 -0.19 0.473
H -1.10201 4.48352 -0.17895 0.22 0.34 0.12 0.481
H -2.06234 -2.45984 0.50328 -0.43 -0.01 -0.37 0.459
H -0.92866 1.75119 2.59524 -0.62 0.01 0.23 0.502
H -0.90222 3.10011 0.38082 0.06 0.05 0.14 0.512
H -0.86107 -0.61433 -1.69047 1.21 -0.54 -0.20 0.521
H 3.61097 -1.28033 -0.10516 0.47 -0.20 0.22 0.216
H 2.97443 -2.52620 1.15238 0.85 0.25 -0.51 0.217
H -1.96184 -3.32315 1.60855 -0.96 -0.51 0.25 0.476
H -0.00428 -0.79323 1.83621 0.06 0.28 0.52 0.213
H -1.63068 0.47972 -2.39886 -1.07 1.00 -0.49 0.478
H 1.85904 0.86659 -2.99189 -0.04 0.08 -0.37 0.467
H -1.55061 -1.35780 -2.89362 0.53 -0.67 0.12 0.529
H 1.15330 -1.98775 -2.27941 -0.06 0.09 -0.11 0.480
H 1.11874 -1.27831 3.19267 -0.62 -0.18 0.39 0.228
```
Positions in Å, forces in eV/Å.

Results
LUMO energy: 0.28 eV
ΔE to the lowest compared entry with this formula, charge and spin: 96.2 kcal per mole
energy: -1183.94830 a.u.
HOMO energy: -9.78 eV
total charge: 0

=====

This record from the OMol25 dataset describes a 2-piece molecular cluster, C4H7NO overall. The level of theory is ωB97M-V/def2-TZVPD.

Structure (XYZ):
```
13
Properties=species:S:1:pos:R:3:forces:R:3:nbo_charge:R:1
O -1.63886 0.22691 0.19531 -0.12 -0.04 -0.21 -0.512
N 0.24009 1.58133 -0.36190 -0.47 -0.19 0.12 -0.456
C 1.14736 0.44965 -0.19711 0.16 -0.14 0.01 -0.246
C -0.98506 1.39814 -0.14572 0.15 0.02 -0.08 0.387
C -0.88464 -0.91972 0.28316 0.76 -0.35 -2.29 0.018
C 0.54829 -0.66255 0.66942 0.02 -0.20 -0.05 -0.503
H 1.38255 0.06469 -1.19627 0.01 0.02 0.15 0.205
H 0.58833 -0.35129 1.72508 -0.21 -0.11 -0.21 0.225
H 2.08100 0.83213 0.22905 -0.14 -0.05 -0.01 0.203
H -0.65990 -1.43065 -1.19528 0.53 1.48 0.61 0.033
H 1.10442 -1.59631 0.58524 0.11 0.06 -0.01 0.231
H -1.70808 2.20851 -0.22915 0.10 -0.15 0.06 0.178
H -1.21550 -1.80084 -0.36184 -0.91 -0.34 1.93 0.237
```
Positions in Å, forces in eV/Å.

Results
LUMO energy: 0.55 eV
ΔE to the lowest compared entry with this formula, charge and spin: 110.5 kcal per mole
energy: -286.45558 a.u.
HOMO energy: -8.58 eV
total charge: 0

=====

This record from the OMol25 dataset describes a single C3H5NO3 molecule. The level of theory is ωB97M-V/def2-TZVPD.

Structure (XYZ):
```
12
Properties=species:S:1:pos:R:3:forces:R:3:nbo_charge:R:1
O -0.25154 2.96720 2.01391 1.40 2.23 1.49 -0.372
O -0.04550 0.23455 0.03192 -3.36 6.42 2.05 -0.470
O -1.74489 1.77732 1.08999 -0.58 -0.22 -0.58 -0.380
N -0.59131 2.07746 1.30746 -0.96 -1.96 -1.00 0.454
C 0.45358 1.25016 0.76670 -2.86 -0.81 -1.79 0.320
C -0.16305 -1.74578 -1.28608 -1.11 0.45 -2.62 -0.690
C 0.48188 -0.82661 -0.37242 6.90 -6.83 -0.45 0.127
H -1.24355 -1.42221 -1.40817 1.15 -0.49 -0.17 0.231
H 1.60293 -1.13084 -0.17758 -2.12 1.32 0.08 0.143
H -0.16354 -2.84642 -1.03343 0.34 1.25 -0.15 0.238
H 1.24735 1.22218 1.39628 2.74 -0.44 1.35 0.180
H 0.41763 -1.55702 -2.32857 -1.55 -0.91 1.80 0.218
```
Positions in Å, forces in eV/Å.

Results
multiplicity: 3
LUMO energy (spin up / spin down): 0.68 / -2.02 eV
ΔE to the lowest compared entry with this formula, charge and spin: 75.0 kcal per mole
energy: -397.49947 a.u.
HOMO energy (spin up / spin down): -6.79 / -11.19 eV
total charge: 0
expectation value of S²: 2.009

=====

This record from the OMol25 dataset describes C32H44Cl5CoN8 as an isolated structure. The level of theory is ωB97M-V/def2-TZVPD.

Structure (XYZ):
```
90
Properties=species:S:1:pos:R:3:forces:R:3:mulliken_charge:R:1
Co 0.67032 -0.01804 0.00283 -0.30 0.11 0.13 -0.731
Cl 3.87292 -0.13354 -1.23727 -0.02 -0.02 -0.57 -0.176
Cl 3.51272 0.17316 4.94353 0.04 0.00 -0.09 -0.179
Cl 6.43932 0.10516 0.41153 -0.11 -0.05 0.10 -0.183
Cl 0.93702 0.05706 3.26043 -0.46 -0.06 0.47 -0.222
Cl 6.29062 0.19746 3.52413 0.00 0.01 0.00 -0.175
N 0.75572 0.23146 -2.03367 0.68 0.22 0.49 0.010
N -0.75978 -3.08374 2.39963 0.23 0.16 -0.29 0.471
N -1.01028 2.88536 2.49493 0.21 -0.05 -0.20 0.687
N 0.93842 3.05706 1.28133 -0.14 -0.30 -0.01 0.357
N -0.58418 -1.48914 0.66703 0.99 0.06 -0.15 2.259
N 0.51252 0.15506 -4.34527 0.04 0.04 0.18 0.356
N 1.06512 -3.11914 0.98603 -0.22 0.34 0.00 0.468
N -0.59588 1.39256 0.71793 0.89 -0.01 0.00 1.336
C -0.23928 2.41376 1.47713 -0.29 0.21 0.25 -0.824
C 3.60772 0.10356 3.22313 0.04 0.05 0.15 -0.161
C 2.02302 -3.50054 2.01233 0.10 -0.06 0.43 -1.152
C -2.01108 2.07716 3.14693 -0.13 -0.22 0.08 -0.865
C -2.68808 -2.48734 0.19133 0.43 0.52 0.13 -0.206
C 1.58712 3.03046 -0.00977 -0.14 -0.10 -0.34 -1.172
C -0.80248 -4.51254 2.61893 0.01 -0.29 0.05 -1.476
C -2.57768 -0.05224 0.26693 0.03 -0.06 0.07 0.322
C -1.24408 -0.74844 -2.89667 0.09 0.01 0.08 -0.768
C 3.72262 -0.03164 0.48053 -0.14 0.02 0.46 1.975
C 1.78802 0.81946 -4.58227 0.06 0.26 0.16 -0.944
C -1.93278 1.22176 0.36303 -0.77 0.84 -0.28 -0.396
C 1.55302 -2.94194 -0.36577 -0.21 0.38 -0.39 -0.527
C -4.05148 -2.45764 -0.09247 -0.31 0.27 -0.04 -1.207
C -2.63348 2.37146 0.01373 0.39 -0.44 0.15 -0.309
C -1.07628 4.29666 2.81313 0.01 0.20 0.02 -1.341
C 4.85102 0.11556 2.59513 0.00 -0.04 0.03 0.518
C 0.20782 -1.63964 -6.01467 -0.10 0.23 0.01 -1.084
C 2.45532 0.04746 2.44533 0.35 -0.04 -0.43 1.126
C -4.68308 -1.25334 -0.21067 0.03 -0.31 0.00 -1.006
C -1.75188 -2.36394 3.15813 -0.20 0.21 0.18 -0.667
C -3.96308 -0.04814 -0.08097 0.09 0.01 0.02 1.413
C -0.11788 -2.53544 1.33043 -0.30 -0.23 0.27 -1.250
C -3.98258 2.35186 -0.32687 -0.36 -0.26 0.00 -1.217
C -4.64528 1.15786 -0.34287 0.05 0.27 -0.02 -1.048
C 1.68662 2.32466 -4.34537 0.08 -0.23 -0.07 -0.698
C 2.45022 -0.02654 1.05233 0.31 0.00 0.03 -1.696
C 1.76232 3.52806 2.37533 0.15 0.10 0.28 -1.245
C -0.22978 -0.26094 -5.52237 -0.12 -0.44 -0.27 -0.788
C 4.90862 0.05236 1.20563 0.21 0.05 0.02 -0.215
C -1.94778 -1.33174 0.42903 -0.88 -0.85 -0.09 -1.117
C 0.08782 -0.09194 -3.09437 -0.29 -0.06 -0.16 0.925
H -0.54748 4.87736 2.06103 0.00 0.01 0.04 0.392
H 2.71402 2.98596 2.38503 -0.05 0.03 -0.03 0.424
H -2.17778 -3.44014 0.21303 0.06 -0.06 0.03 0.571
H 1.64682 0.68106 -2.22847 -0.17 -0.08 -0.13 -0.387
H -1.36928 -0.96004 -1.83987 -0.02 -0.05 -0.12 -0.765
H -2.12418 4.60646 2.81663 0.01 0.02 -0.01 0.415
H 2.31062 3.84406 -0.04337 0.00 -0.02 -0.05 0.493
H -4.48888 3.27416 -0.57147 -0.06 0.04 -0.02 0.413
H 0.02222 -2.39854 -5.25817 -0.01 -0.08 0.06 0.265
H -1.73828 1.02756 3.07533 -0.04 -0.04 -0.03 0.159
H -2.76598 -2.53524 2.77693 0.10 0.03 0.06 0.244
H 2.07892 0.63216 -5.61647 0.00 -0.11 0.10 0.508
H 2.65972 2.78596 -4.47587 0.13 0.13 -0.03 0.386
H -5.69288 1.10086 -0.59287 -0.13 0.04 -0.04 0.444
H 2.11062 2.08546 -0.19077 0.10 0.16 -0.01 0.100
H -0.05498 0.47516 -6.30907 -0.09 0.07 0.09 0.446
H 1.26582 3.35466 3.32463 0.03 -0.05 0.02 0.405
H -1.84178 -4.85144 2.54773 0.03 0.01 0.02 0.406
H -2.04348 -0.07554 -3.20347 -0.08 0.01 -0.05 0.433
H 2.95632 -3.78944 1.53693 -0.04 0.02 -0.02 0.395
H -1.32618 -1.67624 -3.45497 -0.06 -0.07 -0.10 0.443
H -4.58808 -3.38364 -0.23297 -0.07 -0.07 -0.03 0.452
H -0.64948 4.51196 3.79623 -0.04 0.02 -0.02 0.382
H 0.84372 3.18526 -0.79307 0.07 -0.05 -0.03 0.337
H 2.54892 -3.36624 -0.45437 -0.02 0.03 0.01 0.298
H -0.42898 -4.76194 3.61533 0.00 -0.06 -0.06 0.377
H 1.60002 -1.87764 -0.65087 0.27 -0.53 -0.09 0.015
H 0.99002 2.77196 -5.04827 -0.08 0.08 -0.09 0.368
H -0.34678 -1.90354 -6.91117 -0.03 -0.07 -0.10 0.402
H 0.88902 -3.44974 -1.06737 0.03 0.04 -0.08 0.243
H 1.33522 2.53766 -3.34017 -0.04 0.07 0.13 -0.034
H -1.29838 -0.26794 -5.30807 0.09 0.12 -0.03 0.334
H 1.68092 -4.34534 2.60783 0.03 -0.02 -0.01 0.371
H -2.04488 2.35566 4.20123 0.01 -0.03 0.00 0.485
H 2.56052 0.37936 -3.94217 -0.04 -0.03 -0.13 0.369
H -0.22408 -5.04054 1.86593 0.02 0.02 0.01 0.466
H -3.00618 2.21856 2.71263 0.04 -0.01 0.01 0.290
H -1.53668 -1.29864 3.13643 -0.04 0.01 -0.03 0.038
H -5.73558 -1.19224 -0.43927 -0.12 -0.04 -0.05 0.444
H 2.22642 -2.66694 2.68783 0.01 -0.01 0.00 0.337
H -1.70238 -2.71164 4.19243 0.00 0.07 -0.04 0.418
H 1.96962 4.59736 2.27403 0.00 -0.07 0.02 0.323
H 1.26882 -1.64854 -6.25367 0.09 -0.01 -0.02 0.340
H -2.10388 3.31386 0.01253 0.08 0.06 0.01 0.574
```
Positions in Å, forces in eV/Å.

Results
multiplicity: 4
LUMO energy (spin up / spin down): -1.94 / -2.09 eV
ΔE to the lowest compared entry with this formula, charge and spin: 3.3 kcal per mole
energy: -5367.42456 a.u.
HOMO energy (spin up / spin down): -9.78 / -9.78 eV
total charge: +1
expectation value of S²: 3.758

=====

Which value of total charge does entry 4 give? 0

=====

Number 4 is which compound? C4H7NO